# 1
Formula: C51H44F5IrN5O6SSi
Source: OMol25
Level of theory: ωB97M-V/def2-TZVPD

XYZ file:
```
114
Properties=species:S:1:pos:R:3:lowdin_charge:R:1
Ir 0.499 -0.209 -0.846 1.1117
C -0.631 -0.070 0.909 -0.3354
Si 0.234 -0.684 2.433 0.6371
C 1.493 -1.877 1.716 -0.2130
N 1.907 -1.535 0.308 -0.2736
C 3.255 -0.890 0.328 -0.1828
C 4.394 -1.792 0.794 -0.1600
C 4.420 -3.108 0.024 -0.1728
C 3.051 -3.779 0.071 -0.1585
C 1.976 -2.831 -0.446 -0.1992
C 1.031 0.655 3.494 -0.2597
C 0.294 1.782 3.870 -0.1016
C 0.843 2.769 4.673 -0.0893
C 2.155 2.653 5.115 -0.0940
C 2.907 1.548 4.750 -0.0797
C 2.347 0.561 3.948 -0.0899
C -0.935 -1.642 3.549 -0.2315
C -0.694 -2.943 3.995 -0.0951
C -1.605 -3.605 4.808 -0.0881
C -2.781 -2.976 5.189 -0.0874
C -3.040 -1.681 4.761 -0.0785
C -2.123 -1.027 3.952 -0.0968
H -1.072 0.918 1.071 0.0081
H -1.482 -0.752 0.787 0.0135
H 0.990 -2.846 1.686 0.0823
H 2.373 -2.031 2.339 0.0762
H 3.181 -0.003 0.959 0.1087
H 3.442 -0.543 -0.687 0.0781
H 4.326 -1.993 1.866 0.1020
H 5.327 -1.241 0.650 0.1213
H 5.192 -3.769 0.420 0.1163
H 4.678 -2.907 -1.019 0.0925
H 2.830 -4.112 1.089 0.1091
H 3.038 -4.671 -0.560 0.1213
H 0.981 -3.277 -0.399 0.1268
H 2.163 -2.596 -1.483 0.0425
H -0.730 1.898 3.527 0.1027
H 0.249 3.630 4.954 0.1063
H 2.587 3.423 5.742 0.1031
H 3.932 1.452 5.088 0.1037
H 2.959 -0.291 3.672 0.0915
H 0.219 -3.458 3.715 0.0935
H -1.396 -4.613 5.143 0.1014
H -3.492 -3.493 5.821 0.1021
H -3.952 -1.177 5.053 0.1011
H -2.349 -0.018 3.628 0.0791
O -3.554 1.283 -2.763 0.1750
C -3.498 1.128 -1.576 -0.4221
O -2.370 0.962 -0.865 -0.0278
C -4.706 1.093 -0.692 -0.0602
C -4.603 1.071 0.694 0.0996
C -5.771 1.061 1.437 -0.0995
C -7.027 1.049 0.865 0.0953
C -7.081 1.071 -0.515 -0.0993
C -5.951 1.099 -1.307 0.0979
N -8.409 1.068 -1.164 -0.3490
O -9.381 1.017 -0.439 0.0922
O -8.437 1.123 -2.373 0.0982
N -5.679 1.082 2.910 -0.3408
O -4.583 1.273 3.397 0.0758
O -6.701 0.915 3.538 0.0990
H -3.642 1.068 1.185 0.1275
H -7.923 1.032 1.465 0.1356
H -6.026 1.124 -2.384 0.1407
F 7.184 -3.022 -3.806 0.1310
C 5.977 -2.491 -3.619 -0.1462
C 5.846 -1.194 -3.158 -0.1476
F 6.936 -0.466 -2.902 0.1229
C 4.586 -0.657 -2.963 -0.2414
F 4.526 0.606 -2.521 0.0831
C 3.414 -1.367 -3.206 -0.4969
S 1.797 -0.683 -3.103 0.7582
C 3.590 -2.676 -3.661 -0.2549
F 2.529 -3.448 -3.914 0.0885
C 4.838 -3.236 -3.871 -0.1495
F 4.951 -4.493 -4.303 0.1249
N 2.398 2.385 -2.690 0.1379
C 2.365 2.676 -1.372 -0.3706
C 2.925 3.891 -0.914 -0.0180
C 2.862 4.218 0.411 -0.0629
C 2.234 3.337 1.297 -0.0492
C 1.721 2.179 0.773 -0.1665
N 1.775 1.817 -0.522 0.0514
H 3.012 2.935 -3.264 0.1072
H 2.272 1.412 -2.963 -0.0377
H 3.395 4.548 -1.635 0.1129
H 3.291 5.148 0.764 0.1099
H 2.145 3.534 2.355 0.0913
H 1.213 1.486 1.421 0.0430
C -2.992 -3.621 -3.320 -0.0851
C -2.164 -3.034 -4.265 -0.0693
C -1.492 -1.860 -3.969 -0.0327
C -1.642 -1.240 -2.726 -0.2124
C -2.464 -1.852 -1.775 -0.0371
C -3.134 -3.028 -2.074 -0.0722
C -0.882 0.013 -2.505 -0.2693
C -1.163 1.056 -1.624 -0.3400
C -0.861 2.493 -1.883 -0.1836
C -0.687 2.991 -3.167 -0.0265
C -0.442 4.342 -3.366 -0.0745
C -0.377 5.208 -2.286 -0.0841
C -0.570 4.720 -0.998 -0.0725
C -0.817 3.374 -0.802 -0.0354
H -3.515 -4.541 -3.548 0.1018
H -2.034 -3.494 -5.236 0.1053
H -0.830 -1.418 -4.702 0.1073
H -2.574 -1.424 -0.790 0.0909
H -3.766 -3.486 -1.323 0.1045
H -0.291 0.311 -3.365 0.0346
H -0.759 2.327 -4.018 0.1220
H -0.311 4.718 -4.372 0.1045
H -0.187 6.261 -2.445 0.1014
H -0.521 5.389 -0.148 0.1069
H -0.958 2.990 0.202 0.1112
```

LUMO (alpha / beta) = -0.0423 / -0.0423 Ha
energy relative to the best compared isomer or geometry (same formula, charge and spin) = 0.006 eV
orbital gap (alpha / beta) = 6.79 / 6.86 eV
multiplicity = 2
⟨S²⟩ = 0.7543
HOMO level (alpha / beta) = -7.94 / -8.01 eV
electronic energy = -108471.358 eV
total charge = 0

# 2
Formula: C13H20F9N4OS
Source: OMol25
Level of theory: ωB97M-V/def2-TZVPD

XYZ file:
```
48
Properties=species:S:1:pos:R:3:nbo_charge:R:1
N 1.906 -0.909 1.389 -0.3358
C 0.820 -1.264 1.484 0.3020
C -0.559 -1.747 1.646 -0.3182
C -1.557 -0.630 2.040 -0.3901
C -1.281 0.763 1.459 -0.4103
C -0.431 1.694 2.368 -0.4120
C 0.900 2.185 1.761 -0.4912
C 1.018 3.677 1.460 0.6484
F 0.073 4.425 2.050 -0.3147
F 2.208 4.109 1.966 -0.3238
C 1.132 4.109 -0.035 0.4721
F 1.306 5.419 -0.088 -0.2845
F 2.212 3.521 -0.547 -0.3002
S -0.318 3.688 -1.188 2.3590
F 0.213 2.177 -1.295 -0.4763
F -1.242 3.263 0.046 -0.4755
F -0.905 5.148 -1.100 -0.4434
F 0.561 4.101 -2.434 -0.4466
F -1.494 3.291 -2.161 -0.4403
C -0.996 -2.558 0.379 -0.2994
C 0.170 -3.345 -0.057 0.4051
N 1.059 -3.942 -0.464 -0.4275
C -1.416 -1.664 -0.813 -0.3913
C -1.638 -2.443 -2.135 -0.5251
C -0.824 -1.790 -3.251 0.7046
N -1.486 -0.925 -4.175 -0.8756
O 0.359 -1.973 -3.309 -0.5214
H -0.533 -2.464 2.474 0.2647
H -1.628 -0.597 3.129 0.2322
H -2.540 -0.963 1.690 0.2186
H -0.814 0.699 0.476 0.2089
H -2.253 1.238 1.309 0.2309
H -0.189 1.131 3.274 0.2081
H -1.054 2.525 2.693 0.2429
H 1.127 1.611 0.863 0.2394
H 1.711 1.959 2.454 0.2543
H -1.786 -3.255 0.669 0.2682
H -0.601 -0.948 -0.957 0.2293
H -2.318 -1.120 -0.534 0.2342
H -2.701 -2.435 -2.385 0.2272
H -1.332 -3.486 -2.047 0.2384
H -2.205 -0.385 -3.700 0.3701
H -1.957 -1.473 -4.891 0.3938
N 3.862 -4.085 0.100 -0.8752
H 2.845 -3.937 -0.042 0.4775
H 4.039 -4.386 1.059 0.4456
H 4.186 -4.801 -0.551 0.4491
H 4.356 -3.209 -0.079 0.4536
```

LUMO = -0.1200 Ha
energy relative to the best compared isomer or geometry (same formula, charge and spin) = 0.000 eV
orbital gap = 9.39 eV
HOMO level = -12.65 eV
electronic energy = -57097.898 eV
total charge = +1

# 3
Formula: C14H17CrN3O
Source: OMol25
Level of theory: ωB97M-V/def2-TZVPD

XYZ file:
```
36
Properties=species:S:1:pos:R:3:nbo_charge:R:1
C 0.515 1.595 2.391 -0.6703
C 0.786 0.959 3.765 -0.6063
H 1.110 1.097 1.577 0.2279
H 0.865 2.631 2.330 0.2431
H -0.577 1.685 2.212 0.2884
H 1.579 0.202 3.727 0.2152
H 1.065 1.708 4.517 0.2095
H -0.119 0.481 4.123 0.2277
C 1.212 2.168 -0.693 0.0734
C 1.727 2.660 -1.893 -0.2454
C 1.873 1.801 -2.987 -0.1677
C 1.479 0.480 -2.841 -0.2029
H 1.112 2.800 0.193 0.2095
H 2.026 3.701 -1.952 0.2294
H 2.285 2.130 -3.936 0.2269
H 1.559 -0.228 -3.659 0.2174
N 0.814 0.876 -0.550 -0.4940
C 0.929 0.042 -1.629 0.1698
C 0.246 -1.231 -1.507 0.1530
N -0.555 -1.354 -0.402 -0.4356
C -1.497 -2.324 -0.445 0.0919
C -0.562 -3.301 -2.443 -0.1666
C -1.434 -3.382 -1.352 -0.2471
H -2.308 -2.256 0.277 0.2286
H -2.083 -4.240 -1.180 0.2315
C 0.227 -2.164 -2.553 -0.2106
H 0.837 -1.980 -3.437 0.2172
H -0.515 -4.075 -3.205 0.2264
Cr -0.337 0.088 1.041 0.9585
C -0.956 -1.252 2.413 -1.0511
H -0.288 -2.127 2.294 0.1931
H -1.961 -1.607 2.132 0.1895
H -0.967 -0.968 3.467 0.1928
O -3.531 2.536 -0.349 -0.6160
C -2.694 1.795 0.054 0.7931
N -1.860 1.055 0.499 -0.9005
```

LUMO (alpha / beta) = -0.0210 / -0.0280 Ha
energy relative to the best compared isomer or geometry (same formula, charge and spin) = 0.805 eV
orbital gap (alpha / beta) = 5.40 / 7.64 eV
multiplicity = 5
⟨S²⟩ = 6.0425
HOMO level (alpha / beta) = -5.97 / -8.40 eV
electronic energy = -49731.533 eV
total charge = 0

# 4
Formula: C4H12N3
Source: OMol25
Level of theory: ωB97M-V/def2-TZVPD

XYZ file:
```
19
Properties=species:S:1:pos:R:3:nbo_charge:R:1
C 1.291 -1.206 0.994 0.0528
C 2.624 -1.136 1.091 -0.1087
N 0.470 -2.156 1.565 -0.5230
H 0.706 -0.493 0.325 0.1693
H 3.189 -0.385 0.537 0.2600
H 3.194 -1.876 1.676 0.2550
H 0.782 -2.724 2.354 0.4560
H -1.304 -0.994 0.120 0.3369
H -0.557 -2.021 1.493 0.4279
C -1.091 2.100 -2.385 -0.4899
N -0.263 1.437 -1.417 -0.2492
C -1.158 1.076 -0.311 -0.0743
N -1.504 -0.188 0.677 -0.3588
H -0.491 2.448 -3.275 0.2933
H -1.929 1.480 -2.636 0.2521
H -1.438 3.081 -1.941 0.2710
H -0.510 0.290 -1.147 0.4073
H -1.972 1.729 -0.146 0.2788
H -0.589 0.818 0.543 0.3435
```

LUMO (alpha / beta) = -0.4334 / -0.4336 Ha
energy relative to the best compared isomer or geometry (same formula, charge and spin) = 10.886 eV
orbital gap (alpha / beta) = 7.69 / 8.12 eV
multiplicity = 2
⟨S²⟩ = 0.7668
HOMO level (alpha / beta) = -19.49 / -19.92 eV
electronic energy = -8784.316 eV
total charge = +2

# 5
Formula: C3H9MnO3
Source: OMol25
Level of theory: ωB97M-V/def2-TZVPD

XYZ file:
```
16
Properties=species:S:1:pos:R:3:nbo_charge:R:1
O -1.550 -1.687 -2.273 -1.2328
H 0.552 -1.771 -2.006 0.6019
H -1.918 -2.487 -1.898 0.4822
C -1.100 1.568 1.338 -0.2582
O -0.485 0.639 0.450 -0.6346
C 0.916 0.446 0.644 -0.0992
C 1.435 -0.678 -0.217 -0.1009
H -2.002 1.944 0.845 0.2110
H -1.372 1.051 2.268 0.2145
H -0.405 2.391 1.555 0.2120
H 1.071 0.191 1.702 0.2229
H 1.422 1.393 0.402 0.2045
H 2.480 -0.456 -0.476 0.2210
H 1.375 -1.626 0.338 0.2025
Mn -1.130 -0.112 -1.241 1.6025
O 0.711 -0.804 -1.431 -0.8494
```

LUMO (alpha / beta) = -0.1504 / -0.1772 Ha
orbital gap (alpha / beta) = 9.52 / 9.34 eV
multiplicity = 6
⟨S²⟩ = 8.7560
HOMO level (alpha / beta) = -13.61 / -14.17 eV
electronic energy = -40711.801 eV
total charge = +1

# 6
Formula: C4H8NO4PS
Source: OMol25
Level of theory: ωB97M-V/def2-TZVPD

XYZ file:
```
19
Properties=species:S:1:pos:R:3:nbo_charge:R:1
C 0.601 1.671 0.815 -0.6110
C -0.743 1.056 1.281 -0.4325
C -1.449 0.108 0.278 -0.0785
O -1.022 0.392 -1.079 -0.7928
P -0.431 -0.844 -1.883 2.5346
O -1.382 -1.572 -2.674 -1.0690
O 0.683 -0.210 -2.846 -0.9553
O 0.371 -1.892 -0.921 -0.6216
N 1.370 -1.248 -0.130 -0.2944
C 1.667 -1.959 0.789 0.1771
S 2.051 -2.955 1.892 0.2035
H 0.436 2.679 0.436 0.2138
H 1.119 1.094 0.057 0.2092
H 1.263 1.726 1.682 0.2103
H -0.632 0.609 2.270 0.2132
H -1.425 1.897 1.433 0.2082
H -2.511 0.358 0.312 0.1985
H -1.386 -0.949 0.541 0.1904
H 1.420 0.039 -2.253 0.4964
```

LUMO = -0.0483 Ha
energy relative to the best compared isomer or geometry (same formula, charge and spin) = 0.005 eV
orbital gap = 8.93 eV
HOMO level = -10.24 eV
electronic energy = -34081.773 eV
total charge = 0